one:
187
Properties=species:S:1:pos:R:3 method="wB97M-V/def2-TZVPD" smiles=COC[C@H](C)N.COC[C@H](C)N.COC[C@H](C)N.COC[C@H](C)N.COC[C@H](C)N.COC[C@H](C)N.COC[C@H](C)N.COC[C@H](C)N.COC[C@H](C)N.COC[C@H](C)N.COC[C@H](C)N orbital_gap_ha=0.3205 e_homo_ev=-8.41
C -7.231 6.431 -3.365
C -6.353 5.190 -3.327
C -5.725 5.012 -1.973
O -4.938 3.827 -1.983
C -4.513 3.430 -0.697
N -7.133 3.999 -3.712
H -8.097 6.362 -2.702
H -7.640 6.601 -4.363
H -6.681 7.334 -3.090
H -5.556 5.391 -4.057
H -6.468 4.942 -1.165
H -5.076 5.864 -1.728
H -5.312 3.170 -0.001
H -3.839 4.154 -0.211
H -3.815 2.628 -0.946
H -7.205 4.013 -4.727
H -6.515 3.204 -3.547
C -4.615 0.479 -3.227
C -3.559 1.008 -4.188
C -2.293 1.288 -3.398
O -1.344 2.003 -4.164
C -0.288 2.497 -3.384
N -3.401 0.007 -5.248
H -4.186 -0.253 -2.540
H -5.534 0.131 -3.695
H -4.974 1.316 -2.619
H -3.892 1.952 -4.630
H -1.848 0.368 -2.988
H -2.558 1.859 -2.497
H 0.056 3.416 -3.861
H 0.526 1.767 -3.286
H -0.573 2.754 -2.355
H -2.501 0.053 -5.709
H -3.528 -0.936 -4.876
C -0.479 6.243 1.848
C -0.630 4.917 1.095
C 0.707 4.316 0.684
O 1.369 3.799 1.817
C 2.614 3.234 1.528
N -1.394 3.946 1.898
H -0.106 6.078 2.863
H -1.455 6.719 1.963
H 0.199 6.957 1.374
H -1.223 5.140 0.203
H 1.309 5.115 0.237
H 0.525 3.564 -0.093
H 3.394 3.991 1.348
H 2.597 2.614 0.622
H 2.990 2.646 2.365
H -2.254 4.350 2.262
H -0.865 3.825 2.761
C -1.144 -3.115 -5.815
C -1.988 -3.537 -4.630
C -1.474 -2.945 -3.330
O -0.183 -3.478 -3.108
C 0.497 -2.850 -2.043
N -3.365 -3.048 -4.820
H -0.941 -2.041 -5.814
H -1.615 -3.322 -6.778
H -0.179 -3.621 -5.786
H -1.967 -4.629 -4.532
H -2.137 -3.195 -2.489
H -1.444 -1.850 -3.393
H 1.566 -2.994 -2.209
H 0.224 -3.232 -1.056
H 0.311 -1.770 -2.075
H -3.656 -3.199 -5.779
H -4.010 -3.587 -4.251
C 6.785 2.898 -0.168
C 5.853 1.702 -0.154
C 5.565 1.259 -1.588
O 4.763 0.086 -1.558
C 4.261 -0.168 -2.873
N 6.453 0.588 0.612
H 7.048 3.209 0.844
H 6.363 3.725 -0.736
H 7.743 2.588 -0.597
H 4.909 1.949 0.342
H 6.511 1.041 -2.103
H 5.066 2.071 -2.133
H 3.749 0.713 -3.258
H 3.501 -0.945 -2.757
H 5.045 -0.593 -3.503
H 7.398 0.401 0.288
H 5.889 -0.215 0.347
C 7.607 -6.840 -1.142
C 8.148 -5.716 -0.286
C 7.851 -4.329 -0.836
O 6.454 -4.089 -0.784
C 6.157 -2.727 -0.984
N 7.678 -5.874 1.109
H 7.918 -6.713 -2.178
H 6.524 -6.910 -1.030
H 8.005 -7.798 -0.806
H 9.235 -5.801 -0.173
H 8.183 -4.255 -1.883
H 8.394 -3.574 -0.257
H 6.241 -2.523 -2.059
H 6.740 -2.028 -0.379
H 5.118 -2.519 -0.717
H 8.011 -5.112 1.694
H 6.671 -5.708 1.073
C -6.385 0.329 -0.439
C -6.539 -0.358 0.910
C -6.156 0.553 2.066
O -4.750 0.730 2.118
C -4.309 1.248 3.347
N -7.955 -0.753 1.106
H -5.323 0.581 -0.504
H -6.906 1.280 -0.550
H -6.641 -0.359 -1.243
H -5.895 -1.245 0.892
H -6.468 0.063 2.998
H -6.666 1.518 1.969
H -4.556 0.629 4.216
H -4.720 2.253 3.504
H -3.222 1.334 3.302
H -8.045 -1.145 2.041
H -8.123 -1.550 0.498
C -2.079 -1.051 0.604
C -1.258 0.184 0.938
C 0.067 0.186 0.226
O 0.762 -1.000 0.580
C 2.144 -0.883 0.399
N -2.033 1.355 0.520
H -1.696 -1.978 1.035
H -2.095 -1.198 -0.483
H -3.123 -0.964 0.909
H -1.117 0.226 2.029
H 0.644 1.103 0.411
H -0.086 0.197 -0.866
H 2.594 -0.133 1.065
H 2.439 -0.576 -0.616
H 2.669 -1.830 0.531
H -1.604 2.212 0.894
H -2.955 1.387 0.947
C 6.052 3.565 3.938
C 6.336 2.092 4.229
C 5.054 1.273 4.087
O 5.348 -0.110 4.309
C 4.209 -0.867 4.012
N 7.394 1.607 3.349
H 5.629 3.700 2.936
H 6.990 4.119 3.932
H 5.371 3.982 4.681
H 6.663 2.069 5.273
H 4.742 1.343 3.037
H 4.333 1.573 4.855
H 3.779 -0.687 3.015
H 3.355 -0.649 4.669
H 4.430 -1.926 4.133
H 7.041 1.662 2.393
H 7.406 0.598 3.489
C -3.528 -8.964 -1.116
C -3.966 -7.533 -1.374
C -3.427 -6.603 -0.304
O -3.999 -5.326 -0.445
C -3.371 -4.358 0.355
N -3.539 -7.140 -2.722
H -4.035 -9.428 -0.264
H -2.484 -9.034 -0.791
H -3.720 -9.584 -1.988
H -5.058 -7.503 -1.336
H -2.327 -6.574 -0.352
H -3.642 -6.990 0.706
H -3.754 -3.377 0.085
H -2.281 -4.339 0.226
H -3.547 -4.567 1.419
H -3.719 -6.143 -2.812
H -2.530 -7.238 -2.797
C 0.883 2.442 6.723
C 1.096 2.477 5.217
C 0.531 1.240 4.549
O 1.074 0.104 5.214
C 0.662 -1.105 4.609
N 0.498 3.689 4.643
H 1.540 1.742 7.236
H -0.145 2.201 7.008
H 1.076 3.422 7.174
H 2.191 2.433 5.106
H 0.807 1.173 3.489
H -0.559 1.211 4.671
H 1.200 -1.903 5.122
H 0.936 -1.113 3.549
H -0.404 -1.303 4.766
H 0.795 3.750 3.666
H 0.979 4.460 5.099

***

two:
187
Properties=species:S:1:pos:R:3 method="wB97M-V/def2-TZVPD" smiles=COC[C@H](C)N.COC[C@H](C)N.COC[C@H](C)N.COC[C@H](C)N.COC[C@H](C)N.COC[C@H](C)N.COC[C@H](C)N.COC[C@H](C)N.COC[C@H](C)N.COC[C@H](C)N.COC[C@H](C)N orbital_gap_ha=0.3372 e_homo_ev=-8.95
C -6.957 -0.771 3.706
C -5.481 -0.549 3.849
C -4.667 -1.646 3.075
O -3.242 -1.583 3.422
C -2.781 -1.895 4.803
N -5.135 0.719 3.355
H -7.460 -0.107 4.409
H -7.206 -1.754 4.106
H -7.247 -0.643 2.663
H -5.114 -0.778 4.850
H -4.710 -1.446 2.004
H -5.062 -2.656 3.186
H -1.701 -2.045 4.777
H -3.209 -2.789 5.257
H -2.867 -1.038 5.471
H -4.159 0.647 3.106
H -5.554 0.733 2.436
C 0.896 -1.635 7.870
C 1.956 -0.609 7.467
C 1.631 -0.158 6.034
O 2.678 0.721 5.468
C 2.307 1.049 4.127
N 1.950 0.502 8.398
H -0.115 -1.229 7.830
H 1.120 -1.872 8.910
H 0.890 -2.590 7.344
H 2.889 -1.153 7.612
H 0.692 0.392 6.093
H 1.585 -0.978 5.317
H 1.251 1.239 3.938
H 2.620 0.263 3.440
H 2.773 1.995 3.851
H 2.460 1.278 8.002
H 1.037 0.917 8.285
C -2.154 4.185 0.952
C -3.249 3.333 0.388
C -2.987 2.606 -0.964
O -2.680 3.545 -1.988
C -2.869 3.125 -3.334
N -3.647 2.386 1.383
H -1.236 3.728 1.320
H -2.593 4.840 1.704
H -1.788 4.913 0.228
H -4.157 3.911 0.218
H -3.862 2.083 -1.349
H -2.210 1.871 -0.757
H -3.880 2.801 -3.584
H -2.208 2.277 -3.515
H -2.656 3.995 -3.955
H -4.484 2.023 0.951
H -3.990 2.887 2.190
C -1.897 -3.366 -2.335
C -0.625 -2.480 -2.203
C 0.632 -3.447 -2.243
O 0.877 -4.358 -1.116
C 1.358 -3.651 0.068
N -0.646 -1.618 -3.352
H -1.891 -3.908 -3.281
H -2.831 -2.810 -2.250
H -1.916 -4.100 -1.530
H -0.832 -1.906 -1.300
H 1.517 -2.842 -2.443
H 0.391 -4.098 -3.083
H 1.286 -4.313 0.931
H 0.862 -2.739 0.400
H 2.369 -3.281 -0.101
H -0.215 -1.992 -4.186
H -1.629 -1.504 -3.555
C 3.584 7.990 -0.117
C 4.201 6.849 0.700
C 3.788 5.423 0.227
O 4.157 4.535 1.254
C 3.908 3.116 0.984
N 5.631 7.108 0.750
H 3.632 7.712 -1.170
H 4.165 8.896 0.059
H 2.550 8.287 0.060
H 3.769 6.898 1.700
H 4.080 5.171 -0.793
H 2.715 5.351 0.048
H 4.811 2.659 0.579
H 3.026 2.900 0.381
H 3.882 2.593 1.940
H 5.953 7.267 -0.194
H 6.099 6.302 1.139
C -5.551 0.608 -3.812
C -5.090 -0.802 -3.295
C -5.590 -1.324 -1.933
O -5.057 -0.643 -0.787
C -3.647 -0.632 -0.627
N -5.328 -1.756 -4.354
H -6.617 0.555 -4.032
H -4.990 1.071 -4.625
H -5.517 1.355 -3.019
H -4.011 -0.645 -3.329
H -5.368 -2.389 -1.867
H -6.677 -1.332 -2.011
H -3.161 -0.086 -1.436
H -3.306 -1.619 -0.316
H -3.278 -0.070 0.232
H -6.334 -1.836 -4.397
H -5.107 -1.345 -5.249
C 3.916 1.558 -9.694
C 2.423 1.365 -9.686
C 1.835 1.173 -8.261
O 1.971 2.321 -7.458
C 1.346 2.284 -6.194
N 1.818 2.467 -10.408
H 4.323 1.447 -10.699
H 4.304 0.728 -9.104
H 4.138 2.494 -9.180
H 2.212 0.482 -10.288
H 2.455 0.460 -7.719
H 0.801 0.828 -8.265
H 1.109 3.264 -5.781
H 1.853 1.700 -5.426
H 0.305 1.974 -6.285
H 2.099 3.289 -9.894
H 0.816 2.376 -10.318
C 4.336 -3.805 6.576
C 4.274 -4.267 5.141
C 2.951 -3.838 4.494
O 1.889 -4.560 4.978
C 0.639 -4.299 4.334
N 5.468 -3.815 4.434
H 4.450 -2.763 6.876
H 5.138 -4.345 7.079
H 3.410 -4.166 7.025
H 4.378 -5.345 5.269
H 3.037 -4.064 3.431
H 2.820 -2.757 4.546
H 0.006 -4.527 5.193
H 0.455 -5.001 3.521
H 0.499 -3.275 3.988
H 6.270 -4.257 4.861
H 5.544 -2.814 4.545
C 1.148 2.045 -1.998
C 1.385 0.982 -0.870
C 0.232 0.724 0.061
O 0.622 -0.246 1.094
C -0.271 -0.585 2.161
N 1.789 -0.178 -1.685
H 0.368 1.699 -2.676
H 2.023 2.118 -2.644
H 0.816 3.017 -1.634
H 2.224 1.202 -0.210
H -0.658 0.356 -0.450
H -0.021 1.661 0.557
H -0.767 -1.512 1.877
H -0.997 0.222 2.264
H 0.215 -0.698 3.131
H 1.149 -0.645 -2.312
H 2.043 -0.972 -1.114
C -6.259 -6.351 1.139
C -6.060 -4.843 0.694
C -4.587 -4.505 0.677
O -4.010 -4.573 1.941
C -2.640 -4.524 2.071
N -6.645 -4.530 -0.587
H -5.744 -7.101 0.539
H -7.300 -6.640 0.996
H -5.951 -6.507 2.173
H -6.529 -4.302 1.516
H -4.471 -3.509 0.251
H -4.001 -5.168 0.040
H -2.012 -5.145 1.432
H -2.461 -4.692 3.133
H -2.291 -3.492 2.032
H -6.401 -5.186 -1.315
H -6.291 -3.654 -0.946
C 4.446 2.695 -3.490
C 5.160 1.610 -2.771
C 6.586 2.131 -2.368
O 7.279 2.662 -3.511
C 8.389 3.541 -3.373
N 4.370 1.265 -1.600
H 5.131 3.243 -4.137
H 3.980 3.471 -2.883
H 3.629 2.396 -4.146
H 5.092 0.776 -3.469
H 7.279 1.403 -1.946
H 6.614 2.921 -1.617
H 9.303 2.949 -3.320
H 8.281 4.049 -2.415
H 8.396 4.292 -4.163
H 3.498 0.816 -1.839
H 4.081 2.207 -1.380

***

three:
187
Properties=species:S:1:pos:R:3 method="wB97M-V/def2-TZVPD" smiles=COC[C@H](C)N.COC[C@H](C)N.COC[C@H](C)N.COC[C@H](C)N.COC[C@H](C)N.COC[C@H](C)N.COC[C@H](C)N.COC[C@H](C)N.COC[C@H](C)N.COC[C@H](C)N.COC[C@H](C)N orbital_gap_ha=0.3416 e_homo_ev=-8.85
C 0.593 -7.405 -5.322
C 1.112 -6.014 -4.929
C 0.498 -5.562 -3.630
O 0.882 -6.501 -2.638
C 0.426 -6.227 -1.363
N 2.579 -6.011 -4.798
H 0.613 -8.020 -4.411
H 1.285 -7.926 -5.977
H -0.472 -7.386 -5.561
H 0.822 -5.291 -5.692
H -0.597 -5.614 -3.710
H 0.738 -4.523 -3.365
H -0.674 -6.181 -1.283
H 0.892 -5.381 -0.857
H 0.645 -7.089 -0.716
H 2.992 -6.537 -5.550
H 2.819 -6.357 -3.878
C 0.790 -4.078 3.592
C -0.519 -4.351 4.325
C -0.503 -3.997 5.798
O 0.269 -4.855 6.591
C 1.619 -4.513 6.647
N -1.601 -3.552 3.651
H 0.548 -4.116 2.522
H 1.527 -4.887 3.663
H 1.331 -3.181 3.873
H -0.761 -5.406 4.148
H -1.531 -3.995 6.177
H -0.190 -2.950 5.945
H 2.159 -4.478 5.704
H 2.173 -5.261 7.234
H 1.857 -3.632 7.264
H -1.911 -4.113 2.860
H -2.432 -3.511 4.240
C -0.288 7.828 -1.148
C -1.583 7.195 -0.574
C -1.467 5.714 -0.496
O -1.221 5.206 -1.806
C -0.731 3.859 -1.750
N -1.799 7.715 0.788
H -0.094 7.582 -2.193
H 0.546 7.586 -0.486
H -0.455 8.909 -1.158
H -2.363 7.583 -1.235
H -2.282 5.160 -0.016
H -0.552 5.512 0.100
H 0.365 3.916 -1.693
H -1.057 3.370 -2.669
H -1.111 3.257 -0.923
H -1.247 7.208 1.466
H -1.591 8.701 0.802
C 6.497 2.285 6.303
C 6.365 3.256 5.143
C 5.388 2.705 4.135
O 5.796 1.397 3.780
C 4.965 0.863 2.823
N 5.898 4.557 5.603
H 7.241 2.460 7.085
H 6.581 1.233 6.020
H 5.560 2.312 6.888
H 7.329 3.398 4.650
H 5.271 3.336 3.248
H 4.398 2.589 4.618
H 5.216 -0.178 2.614
H 5.041 1.369 1.850
H 3.917 0.881 3.147
H 4.990 4.474 6.045
H 6.549 4.937 6.275
C -6.636 -4.088 -1.482
C -5.223 -3.642 -1.813
C -4.683 -4.267 -3.083
O -3.394 -3.750 -3.338
C -2.849 -4.145 -4.564
N -5.222 -2.172 -1.848
H -7.005 -3.706 -0.537
H -6.719 -5.181 -1.519
H -7.299 -3.759 -2.292
H -4.622 -4.010 -0.960
H -5.416 -4.009 -3.862
H -4.571 -5.343 -2.912
H -1.766 -4.003 -4.533
H -3.181 -3.486 -5.381
H -3.007 -5.187 -4.869
H -5.094 -1.784 -0.920
H -4.455 -1.790 -2.394
C -4.450 1.797 -7.465
C -3.907 2.933 -6.619
C -3.025 2.509 -5.462
O -3.516 1.296 -4.913
C -2.602 0.512 -4.182
N -3.185 3.897 -7.473
H -3.612 1.364 -8.026
H -5.222 2.138 -8.158
H -4.908 0.983 -6.907
H -4.807 3.415 -6.195
H -3.079 3.316 -4.705
H -1.957 2.431 -5.715
H -1.903 1.086 -3.564
H -2.069 -0.257 -4.752
H -3.238 -0.031 -3.473
H -2.985 4.730 -6.934
H -3.724 4.114 -8.299
C 1.434 3.130 1.504
C 2.287 4.104 2.272
C 3.430 4.685 1.422
O 2.829 5.307 0.278
C 3.762 6.085 -0.439
N 1.392 5.270 2.592
H 0.498 2.917 2.027
H 1.919 2.168 1.314
H 1.095 3.525 0.544
H 2.655 3.703 3.216
H 4.060 3.870 1.022
H 4.058 5.433 1.923
H 4.619 5.460 -0.721
H 4.125 6.909 0.184
H 3.270 6.438 -1.339
H 1.935 5.960 3.107
H 1.201 5.685 1.681
C -4.574 1.457 0.827
C -3.670 1.441 2.054
C -3.503 0.063 2.655
O -4.746 -0.506 2.985
C -5.519 0.144 3.990
N -2.374 2.080 1.676
H -4.239 0.757 0.060
H -4.589 2.465 0.405
H -5.608 1.211 1.073
H -4.101 2.088 2.829
H -2.872 0.049 3.557
H -3.057 -0.618 1.929
H -6.501 -0.316 4.021
H -5.635 1.217 3.806
H -4.996 0.020 4.953
H -1.796 2.202 2.512
H -2.660 3.044 1.492
C 2.586 -0.094 7.594
C 2.843 -0.070 6.093
C 2.771 -1.430 5.412
O 3.771 -2.329 5.849
C 5.084 -2.011 5.389
N 1.771 0.776 5.415
H 1.602 -0.520 7.799
H 2.684 0.920 7.984
H 3.359 -0.679 8.100
H 3.774 0.475 5.893
H 2.852 -1.321 4.325
H 1.806 -1.823 5.729
H 5.792 -2.717 5.820
H 5.361 -0.989 5.660
H 5.137 -2.176 4.300
H 1.298 1.307 6.146
H 2.223 1.521 4.891
C 1.515 -2.297 -7.817
C 0.592 -1.558 -6.871
C 1.383 -0.842 -5.807
O 0.507 -0.166 -4.951
C 1.183 0.410 -3.856
N -0.298 -0.643 -7.613
H 1.144 -3.313 -7.995
H 2.528 -2.380 -7.435
H 1.393 -1.870 -8.814
H -0.122 -2.257 -6.423
H 2.103 -0.137 -6.274
H 2.098 -1.516 -5.300
H 0.437 0.874 -3.217
H 1.953 1.134 -4.166
H 1.743 -0.352 -3.293
H 0.240 0.076 -8.093
H -0.862 -0.157 -6.918
C -1.964 -1.386 -1.026
C -0.927 -0.651 -0.205
C 0.474 -1.232 -0.255
O 1.350 -0.492 0.543
C 1.215 -0.697 1.930
N -0.829 0.746 -0.727
H -2.874 -0.805 -1.102
H -2.151 -2.406 -0.669
H -1.554 -1.582 -2.025
H -1.184 -0.667 0.868
H 0.881 -1.132 -1.268
H 0.466 -2.314 -0.078
H 1.706 0.120 2.449
H 1.560 -1.656 2.343
H 0.150 -0.726 2.205
H -1.495 1.288 -0.159
H 0.075 1.119 -0.427

***

Energetically preferred structure: one | next structure: +0.0845 hartree